1.
39
Properties=species:S:1:pos:R:3:forces:R:3 method="wB97M-V/def2-TZVPD" spin_multiplicity=1 lumo_energy_ev=0.35 e_above_lowest_ev=3.085 molar_mass_g_mol=219.28 homo_ev=-7.48 gap_ha=0.2876
C 1.2407 3.0531 -0.4743 0.10 -0.27 -0.45
C 1.2726 1.8592 0.1229 -0.19 0.32 -1.06
C 0.0158 1.0196 0.2444 1.68 2.57 -0.70
C -0.9746 1.8044 1.0812 -1.26 -1.78 1.60
C -2.4216 1.2924 0.8487 -0.98 1.90 -0.74
C -0.0215 -0.1248 -0.4735 -0.88 -1.54 -0.36
C 0.9893 -0.4635 -1.5817 -0.56 0.35 0.66
N -0.9516 -1.1660 -0.2401 1.04 2.00 -0.54
H 1.9750 3.8150 -0.7187 0.65 -0.57 0.63
H 0.3438 3.2891 -1.0002 -1.04 0.32 0.06
H 2.1790 1.3865 0.4528 0.51 0.15 0.39
H -1.1042 2.9020 1.1013 0.90 -0.29 -1.51
H -0.5924 1.7834 2.1534 -0.82 -0.71 -0.49
H -2.7828 1.5542 -0.2219 0.81 -0.26 1.59
H -2.6376 0.2417 0.9261 0.01 -0.22 0.30
H -3.0873 1.8884 1.5118 0.12 -0.64 -0.31
H 1.1813 -1.5404 -1.5259 0.59 0.22 0.11
H 1.8492 0.1846 -1.4247 0.32 -0.55 -0.20
H 0.6078 -0.3050 -2.6052 -0.24 0.29 0.69
H -0.6816 -2.0372 -0.7013 -0.78 0.42 0.94
H -1.3631 -1.0408 0.6796 0.01 -1.62 -0.90
O 3.6572 -0.8332 0.3341 -0.62 1.53 -0.47
H 4.0410 -0.9284 1.2028 0.41 -0.73 -0.20
H 3.8533 -1.5152 -0.3095 0.30 -0.47 0.71
O -1.4377 -1.6345 -3.0388 0.14 -0.62 -1.08
H -1.5981 -1.2528 -3.9135 -0.24 0.60 0.34
H -1.0126 -2.4516 -3.3361 -0.02 -0.16 0.49
O -1.8727 -1.4752 2.4879 -0.97 2.02 1.43
H -1.4681 -0.5856 2.4400 0.68 -0.52 -0.44
H -2.5723 -1.0988 3.0719 -0.21 -1.40 -0.28
O -1.5391 1.3739 -3.0418 -0.07 0.31 0.29
H -1.7941 1.1927 -2.1260 0.06 -0.34 -0.16
H -1.0424 2.1940 -2.9435 0.07 -0.02 -0.21
O 0.8179 -1.4979 2.3974 0.40 0.14 0.70
H 0.1009 -1.9585 2.8625 0.06 0.60 -0.44
H 0.5655 -0.6160 2.1035 -0.26 -0.03 0.09
O 2.1203 -3.1140 0.9828 0.27 -0.47 -0.52
H 2.5915 -2.8601 1.7803 0.02 -0.21 0.06
H 1.5529 -2.3349 0.8913 0.00 -0.31 0.01

***

2.
39
Properties=species:S:1:pos:R:3:forces:R:3 method="wB97M-V/def2-TZVPD" spin_multiplicity=1 lumo_energy_ev=0.05 e_above_lowest_ev=0.000 molar_mass_g_mol=219.28 homo_ev=-7.34 smiles="C/C=C/C/C(C)=C/N.O.O.O.O.O.O" gap_ha=0.2713
C -3.3557 0.6640 1.1368 0.15 0.18 0.34
C -2.6677 0.2300 -0.1254 -0.91 -0.16 0.84
C -2.5793 -1.0452 -0.4806 0.73 0.32 -1.14
C -1.8304 -1.5056 -1.7194 -0.19 0.06 -0.12
C -0.3370 -1.6040 -1.4651 -0.15 -1.11 0.59
C 0.5557 -0.5718 -2.0603 0.48 -0.07 -0.46
C 0.1147 -2.6266 -0.7089 0.37 0.42 -0.47
N 1.4408 -2.9395 -0.4462 0.05 -0.16 -0.08
H -4.0383 -0.0939 1.5236 0.00 0.00 -0.10
H -3.9129 1.5998 0.9925 0.12 -0.24 0.07
H -2.5994 0.8295 1.9142 -0.15 0.18 0.01
H -2.2912 1.0709 -0.6915 0.31 -0.24 -0.52
H -2.9765 -1.8381 0.1291 -0.25 -0.01 0.41
H -2.0222 -0.7883 -2.5276 0.10 -0.08 0.08
H -2.2196 -2.4740 -2.0813 0.07 0.36 0.23
H 1.6211 -0.8047 -1.9674 -0.16 0.06 0.27
H 0.3910 0.4112 -1.6070 -0.01 0.14 -0.08
H 0.4078 -0.5052 -3.1470 -0.24 0.19 0.15
H -0.5611 -3.3736 -0.2975 -0.17 0.20 -0.12
H 2.1201 -2.2132 -0.6156 -0.03 0.13 0.04
H 1.5857 -3.3339 0.4716 0.02 0.09 0.03
O 3.6374 -0.3816 0.5381 -0.08 0.02 -0.14
H 3.4829 -1.0063 1.2559 -0.07 0.06 0.00
H 3.1110 0.4138 0.7538 0.26 -0.45 0.00
O -0.1084 3.7444 -2.0640 0.08 0.05 -0.23
H 0.5442 4.0520 -2.7042 -0.06 0.02 -0.02
H -0.3093 2.8407 -2.3277 -0.04 -0.10 -0.01
O 0.2590 -0.1645 2.0062 0.17 0.39 -0.04
H 0.9361 0.5446 1.8545 -0.58 -0.50 -0.06
H -0.2248 -0.3060 1.1794 0.14 0.08 -0.02
O 0.9308 3.8859 0.4176 -0.21 0.09 -0.13
H 0.5713 3.8704 -0.5006 0.12 -0.08 0.36
H 0.2208 4.2574 0.9538 0.12 -0.06 0.00
O 1.5512 -2.5004 2.4658 -0.14 0.39 -0.02
H 0.8886 -3.0274 2.9166 0.00 -0.10 0.18
H 1.0888 -1.6363 2.2975 0.24 -0.47 0.09
O 2.1736 1.7139 1.4876 -0.04 1.07 0.26
H 1.7274 2.4791 1.0328 0.15 -0.31 0.17
H 2.6733 2.1324 2.2102 -0.19 -0.34 -0.34

***

3.
48
Properties=species:S:1:pos:R:3:forces:R:3 method="wB97M-V/def2-TZVPD" spin_multiplicity=1 lumo_energy_ev=2.44 molar_mass_g_mol=369.72 homo_ev=-6.69 gap_ha=0.3357 total_charge=-1
Cl 1.1608 0.6013 1.2084 -0.05 -0.86 0.79
O 1.1083 1.6529 0.1968 1.81 -4.39 6.25
O 2.2495 -0.3045 0.9778 0.90 2.50 0.64
O 1.1832 1.2288 2.5536 0.75 -2.23 -1.74
O -0.0629 -0.1560 1.0488 4.65 1.11 0.15
C 0.6639 -0.1119 -1.5242 -0.06 2.05 -0.04
C 0.5935 1.0481 -2.4907 0.78 -2.28 -1.59
O 1.4060 0.5122 -3.5829 0.82 -1.76 -0.68
C 1.6696 -0.8263 -3.3549 1.07 -0.80 -4.36
O 2.2743 -1.6359 -4.1043 -1.44 3.16 2.04
O 1.0499 -1.2278 -2.3011 -0.76 0.07 1.05
H -0.2679 -0.2194 -0.9688 1.27 -0.42 -0.95
H 1.4307 0.2083 -0.8189 0.08 -1.73 -1.61
H 1.1237 1.9290 -2.1289 -0.34 -1.52 -1.36
H -0.4153 1.2975 -2.8198 0.02 -0.08 -0.37
O 0.8243 3.0066 -1.3250 -0.15 6.96 -1.83
H 1.0450 2.5201 -0.5308 -0.19 1.99 -0.97
H 1.2748 3.8453 -1.2256 0.09 0.66 -0.13
O -0.9242 3.1133 0.6040 -2.01 0.01 -1.30
H -0.2195 2.9515 1.2313 -0.91 0.77 -0.52
H -0.6501 3.9001 0.1328 -0.11 -0.03 -0.19
O -1.5383 -0.6111 2.6876 -1.71 -0.57 2.51
H -0.7744 -0.0714 2.4839 -0.53 -0.29 0.50
H -1.9535 -0.7690 1.8397 -0.16 -0.45 0.65
O 0.2841 3.4237 2.6033 0.27 2.11 1.64
H 0.3456 2.4844 2.4299 0.50 -0.37 1.23
H 1.0306 3.8028 2.1394 0.42 0.16 0.24
O 1.1865 -1.8592 2.6908 0.62 0.34 2.04
H 1.0441 -0.9489 2.9501 0.21 -0.24 0.69
H 1.2522 -1.8293 1.7363 -0.15 -0.49 0.81
C -2.1045 0.2724 -0.0225 -1.43 -0.60 -1.34
C -3.5127 -0.2302 0.0776 0.72 -1.06 0.45
O -4.2583 0.6600 0.8313 -1.65 0.65 0.29
H -1.5730 0.0061 0.8911 -1.81 1.65 -1.98
H -2.0499 1.3339 -0.2640 0.15 -0.08 0.19
H -1.6221 -0.3061 -0.8103 -0.62 0.04 0.01
H -3.4200 -1.1810 0.6023 -0.26 -0.56 0.38
H -4.0201 -0.5746 -0.8236 -0.16 0.92 -0.36
H -4.0267 0.5672 1.7583 0.18 0.05 0.04
C 1.5102 -3.5817 -1.1525 0.48 0.19 -0.70
C 0.9054 -2.4729 -0.2717 0.42 -2.28 -0.95
O 0.4799 -3.1011 0.9184 -1.33 -1.15 -0.93
H 0.8430 -4.4200 -1.3527 -0.28 0.01 0.47
H 2.4234 -3.9691 -0.7006 -0.11 -0.13 0.35
H 1.8185 -3.2558 -2.1459 0.00 0.19 0.18
H 0.0144 -2.0256 -0.7123 0.46 -0.29 0.00
H 1.6628 -1.7328 -0.0137 -0.40 -0.52 -0.68
H -0.4649 -2.9440 0.8522 -0.08 -0.40 1.01